(a)
{
  "formula": "C4H14N3",
  "method": "wB97M-V/def2-TZVPD",
  "charge": 1,
  "homo_lumo_gap_ha": 0.2950,
  "symbols": ["N", "N", "N", "C", "C", "C", "C", "H", "H", "H", "H", "H", "H", "H", "H", "H", "H", "H", "H", "H", "H"],
  "xyz": [[0.6991, 2.9534, 0.8218], [-0.9934, -2.2050, -1.9084], [-0.5286, 1.9682, 2.5166], [-0.6147, -0.3622, -0.3829], [-0.2019, -1.7761, -0.7546], [1.3031, -1.9690, -0.9008], [-0.3615, 2.3301, 1.2674], [-1.1371, 2.0611, 0.5626], [1.5013, -3.0308, -1.0551], [-0.6678, -3.1098, -2.2344], [0.7466, 3.2763, -0.1320], [-1.4549, 1.7229, 2.8341], [1.8483, -1.7173, 0.0092], [1.5556, 2.9859, 1.3585], [-0.1926, -0.0926, 0.5855], [1.6885, -1.3916, -1.7410], [-0.2755, 0.3490, -1.1474], [-0.5120, -2.4107, 0.0814], [-0.8136, -1.5706, -2.6840], [-1.7032, -0.3164, -0.3182], [0.1142, 2.3051, 3.2218]],
  "nbo_charge": [-0.704, -0.820, -0.702, -0.623, -0.050, -0.624, 0.411, 0.248, 0.223, 0.365, 0.445, 0.444, 0.205, 0.428, 0.181, 0.202, 0.190, 0.185, 0.345, 0.228, 0.423]
}



(b)
{
  "formula": "C4H14N3",
  "method": "wB97M-V/def2-TZVPD",
  "charge": 1,
  "homo_lumo_gap_ha": 0.4252,
  "symbols": ["N", "N", "N", "C", "C", "C", "C", "H", "H", "H", "H", "H", "H", "H", "H", "H", "H", "H", "H", "H", "H"],
  "xyz": [[-0.8208, -2.4316, 0.6432], [-1.0063, -0.1292, 0.7749], [-0.8735, -1.4133, 2.6921], [1.3039, 1.5999, -1.9292], [-1.6682, 0.0773, -0.5293], [2.1934, 1.4232, -0.6853], [-0.8733, -1.3110, 1.3463], [-2.5812, 0.6248, -0.3396], [-0.7803, -0.5458, 3.2033], [3.1012, 1.9794, -0.8073], [2.4520, 0.3838, -0.4886], [0.5284, 2.3549, -1.7922], [-1.8139, -0.8453, -1.0788], [-0.6968, 0.7378, 1.1858], [1.9158, 2.0555, -2.7024], [-0.9964, -3.3126, 1.1059], [-1.0670, 0.7459, -1.1378], [0.8831, 0.7123, -2.4088], [-0.2546, -2.1134, 3.0800], [1.6947, 1.7784, 0.2113], [-0.6402, -2.3708, -0.3435]],
  "nbo_charge": [-0.754, -0.557, -0.752, -0.636, -0.425, -0.613, 0.676, 0.231, 0.414, 0.229, 0.203, 0.204, 0.215, 0.432, 0.230, 0.436, 0.239, 0.201, 0.413, 0.185, 0.429]
}



Which of them is the least stable? Correct choice: (a).



(a)
{
  "formula": "C10H11NO",
  "method": "wB97M-V/def2-TZVPD",
  "smiles": "c1ccc([C@@]23CCCN2O3)cc1",
  "homo_lumo_gap_ha": 0.3637,
  "symbols": ["O", "N", "C", "C", "C", "C", "C", "C", "C", "C", "C", "C", "H", "H", "H", "H", "H", "H", "H", "H", "H", "H", "H"],
  "xyz": [[-2.2201, 0.0638, -0.1623], [-1.4923, 0.3496, 1.0685], [1.5713, 2.4577, -0.8439], [0.9762, -0.1139, -1.7119], [1.8149, 0.6997, -2.4689], [2.2224, 1.9202, -1.9039], [-0.7203, -0.3632, 0.0859], [0.2859, 0.4685, -0.6121], [-1.7039, -0.4730, 2.1841], [-0.5096, -1.8389, 0.4859], [-1.4108, -1.9423, 1.7086], [0.6269, 1.7104, -0.1862], [2.9181, 2.5409, -2.4174], [0.5052, -1.9000, 0.7764], [-2.6817, -0.5050, 2.6878], [-0.8602, -0.3038, 2.9160], [-0.7543, -2.7285, -0.1611], [-2.3647, -2.4387, 1.5230], [2.1352, 0.4756, -3.4845], [1.7685, 3.5491, -0.6087], [0.8206, -1.2033, -2.0240], [-0.8470, -2.5229, 2.6091], [-0.0802, 2.0980, 0.5397]],
  "nbo_charge": [-0.397, -0.185, -0.208, -0.184, -0.208, -0.203, 0.367, -0.098, -0.252, -0.469, -0.403, -0.189, 0.209, 0.222, 0.222, 0.209, 0.248, 0.212, 0.219, 0.220, 0.220, 0.203, 0.244]
}



(b)
{
  "formula": "C10H11NO",
  "method": "wB97M-V/def2-TZVPD",
  "smiles": "CC(C)=c1cc(O)c2cccn12",
  "homo_lumo_gap_ha": 0.2818,
  "symbols": ["O", "N", "C", "C", "C", "C", "C", "C", "C", "C", "C", "C", "H", "H", "H", "H", "H", "H", "H", "H", "H", "H", "H"],
  "xyz": [[3.0081, 1.8195, 0.7787], [0.5828, -0.1793, -0.7919], [1.9006, 1.1848, 0.3892], [-1.9010, 0.1115, 2.1627], [-2.2851, -1.2860, 0.0588], [-1.3241, -0.4135, 0.8117], [0.2473, -0.7603, -1.9633], [2.2643, 0.2817, -2.1612], [1.7515, 0.4844, -0.8559], [0.7783, 0.9965, 1.1128], [1.2246, -0.3702, -2.8212], [-0.0868, 0.0701, 0.3915], [-1.8064, -0.6269, 3.0771], [-1.3182, 0.9725, 2.5693], [1.3599, -0.6692, -3.8379], [-2.9520, -1.7124, 0.7881], [-2.9186, 0.4336, 2.0080], [-0.7356, -1.0571, -2.2631], [-1.8793, -2.1476, -0.3666], [-2.9435, -0.6872, -0.4626], [3.2578, 1.7170, 1.7341], [3.1696, 0.5601, -2.5481], [0.6058, 1.2778, 2.1898]],
  "nbo_charge": [-0.673, -0.312, 0.318, -0.636, -0.659, 0.030, -0.082, -0.263, 0.062, -0.338, -0.275, 0.143, 0.217, 0.214, 0.213, 0.217, 0.214, 0.220, 0.229, 0.226, 0.499, 0.218, 0.217]
}



Which of them is the least stable? Correct choice: (a).